Record 1
Molecular formula: C30H26BF4MnNP2S4Sb
Method: DFT, wB97M-V/def2-TZVPD

Net charge = -2
Strongest force on any atom = 0.0197 hartree/bohr
LUMO (spin up / spin down) = 0.143 / 0.147 Eh
Expectation value of S² = 6.2546
Spin multiplicity = 5

Structure (XYZ):
```
70
Properties=species:S:1:pos:R:3:forces:R:3
Mn 1.08635 -0.62159 0.69033 0.8 0.5 -0.5
C -0.83245 1.51963 -1.43623 -0.1 0.1 -0.2
P -2.04577 0.09649 -1.38878 0.1 -0.1 0.1
C -1.68855 -0.83557 -2.93176 -0.2 0.1 0.0
C -2.73218 -1.42564 -3.65204 0.0 0.0 0.0
C -2.47153 -2.24689 -4.73781 0.1 0.0 0.0
C -1.15880 -2.50597 -5.11703 0.0 0.0 0.0
C -0.11600 -1.94380 -4.39661 0.0 0.0 0.0
C -0.38006 -1.11827 -3.31169 0.1 0.0 0.0
C -3.58908 0.98768 -1.87450 0.0 0.0 0.0
C -4.63660 1.03289 -0.96058 0.0 0.0 0.0
C -5.81166 1.72049 -1.25152 0.0 0.0 0.0
C -5.95061 2.36845 -2.46822 0.0 0.0 0.0
C -4.91020 2.33121 -3.39242 0.0 0.0 0.0
C -3.74161 1.64916 -3.09541 0.0 0.0 0.0
C -0.55257 1.97983 -0.04806 -0.2 0.1 -0.1
C -0.93082 3.16138 0.55694 0.0 0.0 0.2
C -0.58735 3.04718 1.93473 -0.1 -0.1 -0.1
C -0.03509 1.79300 2.08110 0.0 0.1 0.0
C 0.35404 0.99654 3.29223 0.0 0.0 0.1
P 0.12151 -0.72740 2.72807 -0.4 -0.1 0.7
C 0.49258 -1.89463 4.06012 0.0 0.0 0.0
C 0.73783 -3.23473 3.77095 -0.1 0.0 0.0
C 0.95685 -4.13620 4.80595 0.0 0.0 0.0
C 0.93856 -3.70615 6.12247 0.0 0.1 0.0
C 0.69332 -2.36757 6.41492 0.0 0.0 0.0
C 0.46640 -1.46677 5.38751 0.1 0.0 0.0
C -1.70270 -0.88186 2.57486 0.0 -0.1 -0.1
C -2.20514 -1.98201 1.87986 0.0 0.0 0.1
C -3.57348 -2.15565 1.73376 0.0 0.0 0.0
C -4.45522 -1.22747 2.26992 0.0 0.0 0.0
C -3.96194 -0.12382 2.95178 0.0 0.0 0.0
C -2.59254 0.04841 3.10328 0.0 0.1 0.0
N 0.00275 1.14831 0.87039 0.2 -0.1 0.3
H -1.28958 2.34460 -1.98547 0.1 0.0 -0.1
H 0.06876 1.22436 -1.97280 0.1 -0.1 0.0
H -3.76030 -1.23386 -3.36587 0.0 0.0 0.0
H -3.29489 -2.68979 -5.28687 0.0 0.0 0.0
H -0.95336 -3.15466 -5.96054 0.0 0.0 0.0
H 0.91536 -2.14527 -4.65604 0.0 0.0 0.0
H 0.45797 -0.71536 -2.76234 0.0 0.0 0.0
H -4.52182 0.52540 -0.00878 0.0 0.0 0.0
H -6.61559 1.74833 -0.52568 0.0 0.0 0.0
H -6.86470 2.90240 -2.69991 0.0 0.0 0.0
H -5.01281 2.83728 -4.34521 0.0 0.0 0.0
H -2.93505 1.61777 -3.81954 0.0 0.0 0.0
H -1.41495 3.99446 0.06736 0.0 0.0 0.0
H -0.75088 3.77316 2.71796 0.0 0.0 0.0
H -0.26499 1.24595 4.15551 0.0 0.0 0.0
H 1.40325 1.08883 3.57985 0.0 0.0 0.0
H 0.75030 -3.57879 2.74467 0.1 0.0 0.0
H 1.16872 -5.16892 4.55942 0.0 0.0 0.0
H 1.12327 -4.40886 6.92676 0.0 0.0 0.0
H 0.67935 -2.02660 7.44355 0.0 0.0 0.0
H 0.27521 -0.42614 5.62216 0.0 0.0 0.0
H -1.51611 -2.69362 1.43872 0.0 0.0 0.0
H -3.94768 -3.00961 1.18289 0.0 0.0 0.0
H -5.52434 -1.35535 2.14566 0.0 0.0 0.0
H -4.64332 0.61522 3.35658 0.0 0.0 0.0
H -2.22628 0.93125 3.60943 0.0 0.0 0.0
S 2.69943 -5.79971 1.19767 0.0 -0.1 0.1
Sb 3.07517 -3.72220 0.30950 0.0 0.2 0.0
S 0.76752 -2.77417 0.17097 -0.3 -0.5 -0.1
S 3.03677 -0.59137 2.16899 -0.1 0.2 0.0
S 3.66078 -2.53108 2.45325 -0.1 -0.2 0.0
F 2.17729 1.16014 -2.98626 0.0 0.0 0.0
B 2.90002 0.26620 -2.18603 -0.1 0.2 0.1
F 4.12911 0.77748 -1.83051 0.0 0.0 0.0
F 2.98154 -0.97612 -2.78349 0.0 -0.1 0.0
F 2.09807 0.11760 -0.93549 0.0 0.0 -0.2
```
Forces are in eV/Å.

=====

Record 2
Molecular formula: C30H26BrF6N5O12P2PbS2
Method: DFT, wB97M-V/def2-TZVPD

Strongest force on any atom = 0.0192 hartree/bohr
LUMO = -0.038 Eh
Energy above the lowest of the compared OMol25 structures with the same formula, charge and spin = 1.7974 eV

Structure (XYZ):
```
85
Properties=species:S:1:pos:R:3:forces:R:3
Pb -0.58446 -0.56234 1.81004 0.5 0.2 0.1
Br -3.45826 -0.95155 1.70345 -0.3 -0.1 -0.1
C -3.65820 -1.43811 -0.11783 0.0 0.0 0.1
C -4.91565 -1.33950 -0.63512 0.0 0.0 0.0
C -5.15590 -1.74762 -1.95880 0.0 0.0 0.0
C -4.14284 -2.30221 -2.67883 0.0 0.0 0.0
C -2.84535 -2.43289 -2.12933 0.0 0.1 0.1
C -1.84712 -3.12681 -2.84907 0.0 0.0 -0.1
C -0.61807 -3.28755 -2.30497 0.2 -0.1 0.0
C -0.34173 -2.66118 -1.07559 -0.5 0.1 -0.2
C -1.18790 -1.94126 -0.29798 0.0 -0.2 0.0
C -2.53225 -1.92515 -0.83496 0.0 0.0 -0.1
H -5.72570 -0.97166 -0.02091 0.0 0.0 0.0
H -6.14719 -1.64577 -2.37885 0.0 0.0 0.0
H -4.31800 -2.67381 -3.68090 0.0 0.0 0.0
H -2.08657 -3.55962 -3.81167 0.0 0.0 0.0
H 0.13424 -3.87784 -2.80571 -0.1 0.0 0.0
H 1.20622 -2.82746 0.33907 -0.3 -0.4 -0.3
F -1.63376 -5.03094 6.16305 0.0 -0.1 0.0
C -1.32881 -3.77890 5.85293 0.1 0.0 -0.1
F -0.10835 -3.50072 6.30552 0.0 0.0 0.1
F -2.20219 -2.95908 6.42375 0.0 0.0 0.0
S -1.37691 -3.53812 4.02605 0.0 0.1 0.2
O -0.90543 -2.16965 3.86204 -0.1 -0.2 -0.2
O -2.70365 -3.85268 3.61358 0.0 0.0 0.0
N -0.34868 -4.65272 3.57114 -0.1 0.2 0.1
S 0.92615 -4.40047 2.72977 0.2 0.0 -0.7
O 0.79812 -3.25623 1.81854 0.1 0.3 0.0
O 1.41933 -5.60640 2.15150 0.0 0.0 0.2
C 2.25808 -3.82856 3.87873 -0.1 -0.1 0.0
F 2.30796 -4.61652 4.94484 0.0 0.0 0.0
F 2.04330 -2.57538 4.26689 0.0 0.0 0.1
F 3.42377 -3.88550 3.23857 0.0 0.0 0.0
N -0.68205 4.08814 3.56838 0.0 0.0 -0.1
C -1.54867 3.68461 2.38801 0.0 -0.2 -0.1
C -2.30781 4.89460 1.87398 0.0 0.0 0.0
P -2.65966 2.44057 3.21856 -0.2 0.1 0.0
O -3.91981 2.48647 2.20816 0.0 0.0 0.2
O -2.93202 3.09457 4.53095 0.1 0.0 -0.1
O -2.05927 1.06812 3.18659 0.2 -0.1 0.1
P -0.35120 2.94594 1.18011 0.3 0.0 0.2
O -1.15423 1.68953 0.47903 0.0 0.1 0.1
O 0.00419 3.91660 0.12099 -0.1 -0.1 0.5
O 0.64587 2.32227 2.11288 0.2 -0.3 -0.3
H -1.29684 3.97028 4.40064 0.0 0.1 0.1
H -0.32030 5.03527 3.48125 0.0 0.0 0.0
H 0.10217 3.41278 3.56142 0.1 0.0 0.1
H -2.91757 5.33615 2.66467 0.0 0.0 0.0
H -2.97454 4.59101 1.06987 0.0 0.0 0.0
H -1.61479 5.63583 1.47095 0.0 0.0 0.0
H -4.30135 1.60341 2.14065 0.0 -0.1 -0.1
H -1.60745 1.99215 -0.31686 0.0 -0.1 -0.2
C -0.19306 4.79922 -2.43692 0.3 0.4 -0.2
O -0.27578 3.47656 -2.95302 0.0 -0.2 -0.1
C 0.86132 2.89273 -3.37651 -0.1 0.1 0.1
C 2.09288 3.53538 -3.47568 0.0 0.0 0.0
C 3.20095 2.82357 -3.91206 0.0 -0.1 0.1
C 3.11843 1.46601 -4.18530 0.0 0.1 0.1
C 1.86647 0.83952 -4.12806 0.1 0.0 -0.2
C 0.75245 1.54913 -3.74868 0.0 0.0 0.0
N 4.35674 0.82835 -4.52387 -0.3 -0.2 -0.2
N 4.61710 -0.33305 -4.16250 0.2 0.4 0.0
C 3.78907 -1.00646 -3.22499 -0.2 -0.2 0.2
C 3.34295 -2.26950 -3.50459 0.1 0.1 -0.1
C 2.46972 -2.92196 -2.61759 0.0 0.0 0.0
C 2.07031 -2.28962 -1.48284 0.0 -0.1 -0.1
O 1.07073 -2.92025 -0.68108 0.4 0.6 0.7
C 2.62758 -1.05730 -1.07463 0.0 0.0 0.1
N 2.31913 -0.56093 0.14872 -0.1 -0.2 0.2
C 2.95146 0.51527 0.54442 -0.2 0.0 0.0
C 3.87250 1.22375 -0.25272 0.0 0.0 0.1
C 4.15116 0.76280 -1.49899 0.1 0.0 0.0
C 3.53277 -0.42665 -1.95023 0.1 0.0 0.0
H -1.19275 5.04854 -2.09512 0.0 0.0 0.0
H 0.11255 5.50573 -3.21307 -0.1 0.0 -0.2
H 0.49560 4.84238 -1.59169 -0.2 0.0 -0.3
H 2.19708 4.57882 -3.22030 0.0 0.0 0.0
H 4.16620 3.30816 -3.99052 0.0 0.0 0.0
H 1.76065 -0.19975 -4.39825 0.0 -0.1 0.0
H -0.22160 1.07951 -3.70779 0.0 0.0 0.0
H 3.62859 -2.73774 -4.43653 0.0 0.0 0.0
H 2.10274 -3.91081 -2.85090 0.1 0.0 0.0
H 2.72524 0.87084 1.53786 -0.2 0.1 0.1
H 4.32365 2.12476 0.13701 0.0 0.0 0.0
H 4.85831 1.27890 -2.13275 0.0 0.0 0.0
```
Forces are in eV/Å.

=====

Record 3
Molecular formula: C30H26Cl3MgN5O8S3
Method: DFT, wB97M-V/def2-TZVPD

Strongest force on any atom = 0.0283 hartree/bohr
LUMO = -0.011 Eh
Energy above the lowest of the compared OMol25 structures with the same formula, charge and spin = 0.6214 eV

Structure (XYZ):
```
76
Properties=species:S:1:pos:R:3:forces:R:3
Mg 1.26347 -1.26704 -1.18593 0.0 -0.8 -0.6
C -1.77865 -1.41778 -3.97783 0.2 0.1 0.0
C -1.48982 -2.86179 -3.59037 0.0 0.0 0.1
S -0.58542 -3.02221 -2.01587 -0.2 -0.1 -0.3
C 0.69881 -4.22271 -2.47429 -0.1 0.1 0.1
C 1.62036 -3.84596 -3.63232 0.3 0.1 0.1
S 2.55394 -2.31140 -3.33189 -0.4 -0.1 0.0
C 2.18407 -1.25499 -4.76403 0.0 -0.1 0.1
C 0.74182 -1.11227 -5.23111 -0.1 0.1 0.2
S -0.33956 -0.33051 -3.99913 0.1 0.1 0.2
H -2.42894 -0.94703 -3.23777 -0.1 0.0 -0.1
H -2.27384 -1.37652 -4.94755 -0.1 -0.1 0.0
H -0.92902 -3.37779 -4.36761 0.0 0.0 0.0
H -2.43467 -3.38762 -3.45885 0.0 -0.1 -0.1
H 0.21211 -5.17432 -2.68734 0.0 -0.1 0.0
H 1.27041 -4.33333 -1.55045 0.0 -0.1 0.0
H 1.09029 -3.75434 -4.57726 0.0 -0.1 0.0
H 2.35140 -4.64685 -3.74339 0.0 -0.1 -0.1
H 2.79319 -1.61200 -5.59355 0.0 0.1 -0.1
H 2.57761 -0.28854 -4.44162 0.0 0.0 0.0
H 0.30851 -2.06670 -5.52657 0.0 0.0 0.0
H 0.74326 -0.46213 -6.10527 0.0 -0.1 -0.1
O 0.57154 -2.91207 0.46803 -0.1 0.3 0.2
C 0.20673 -1.87352 1.04632 -0.2 -0.2 0.4
N -0.51339 -1.77758 2.19213 0.2 0.0 -0.2
C -0.67109 -0.39341 2.60371 -0.1 0.2 0.0
C 0.09330 0.31340 1.43127 -0.1 -0.4 0.0
O 0.25342 1.51076 1.32989 0.0 -0.1 0.3
N 0.51587 -0.64142 0.54587 -0.4 0.2 0.8
C -0.05320 -0.13052 3.98104 0.1 0.0 -0.1
C -0.27679 -1.04903 5.00504 0.0 0.0 0.0
C 0.25985 -0.84898 6.26786 0.0 0.0 0.0
C 1.02715 0.27976 6.52701 0.0 0.0 0.0
C 1.23300 1.21001 5.51955 0.0 0.0 0.0
C 0.69105 1.01225 4.25337 0.0 0.0 0.0
C -2.14053 0.05524 2.61685 0.0 0.0 0.0
C -2.46201 1.41160 2.64228 0.0 -0.1 0.1
C -3.78864 1.81481 2.68561 0.0 0.0 0.1
C -4.80851 0.87182 2.72547 0.0 0.1 0.0
C -4.49198 -0.47618 2.70973 0.0 0.0 0.0
C -3.16449 -0.88318 2.64810 0.0 0.0 0.0
H -0.77780 -2.58048 2.73082 0.1 -0.1 0.0
H -0.88944 -1.92720 4.82604 0.0 0.0 0.0
H 0.07310 -1.57350 7.05220 0.0 0.0 0.0
H 1.45267 0.43578 7.51117 0.0 0.0 0.0
H 1.82071 2.09959 5.71423 0.0 0.0 0.0
H 0.85023 1.74757 3.47560 0.0 0.0 0.0
H -1.67136 2.14993 2.60210 0.0 0.0 0.0
H -4.02495 2.87244 2.68225 0.0 -0.1 0.0
H -5.84337 1.18936 2.76403 0.0 0.0 0.0
H -5.27908 -1.21997 2.74375 0.0 0.0 0.0
H -2.93605 -1.94110 2.60590 0.0 0.0 0.0
Cl 3.51856 -0.55441 2.82058 -0.1 0.0 0.0
C 4.51590 -0.78196 1.38012 -0.1 0.1 -0.1
Cl 6.00595 -1.62162 1.80304 0.1 -0.1 0.0
Cl 4.84706 0.76214 0.60303 0.0 0.0 0.0
C 3.77269 -1.59962 0.40734 -0.1 -0.3 -0.1
N 3.18458 -2.22847 -0.35317 0.3 0.3 0.5
O 3.26954 2.03994 -2.35889 -0.2 -0.2 0.0
C 2.21609 1.54441 -1.98326 0.3 -0.1 0.1
O 1.99793 0.28258 -1.82860 0.5 1.3 -0.4
C 1.06554 2.47810 -1.65394 0.0 -0.1 0.0
C -0.15467 2.00401 -1.20727 -0.1 -0.1 -0.2
C -1.16723 2.88733 -0.90000 -0.1 0.0 -0.1
C -1.00767 4.25118 -1.00762 -0.2 0.1 0.1
C 0.21567 4.70254 -1.45738 0.1 0.0 -0.1
C 1.25246 3.84376 -1.77909 0.1 0.2 0.0
N 0.40882 6.15932 -1.61750 0.0 0.1 0.0
O 1.49252 6.54489 -2.01092 -0.2 -0.1 0.1
O -0.53071 6.88556 -1.34668 0.2 -0.2 -0.1
N -2.46369 2.34651 -0.45187 0.0 -0.2 0.0
O -2.63713 1.14106 -0.54812 0.1 0.3 0.0
O -3.28663 3.12745 -0.01698 0.1 -0.1 -0.1
H -0.32580 0.95045 -1.08790 0.0 -0.1 -0.1
H -1.79925 4.93772 -0.75193 0.0 0.0 0.0
H 2.20420 4.22476 -2.12022 0.0 0.0 0.0
```
Forces are in eV/Å.